Entry a
{"formula": "C6H7NS", "method": "the ωB97M-V functional and the def2-TZVPD basis", "gap_ha": [0.269, 0.269], "homo_energy_ev": [-6.92, -6.92], "elements": ["C", "C", "C", "C", "C", "C", "N", "S", "H", "H", "H", "H", "H", "H", "H"], "xyz": [[0.8784, 1.0553, -0.1462], [-1.0116, -1.4394, 1.2735], [0.4286, -0.1820, -0.3918], [-0.0584, 2.1959, -0.4559], [0.9372, -1.4435, 0.1624], [-0.9784, -0.2310, -0.5925], [0.0837, -1.9547, 1.2808], [-1.7579, 1.3058, -0.4635], [1.9303, 1.1038, -0.0996], [-1.9339, -1.3275, 1.8259], [-0.0660, 3.0379, 0.3005], [0.1064, 2.3716, -1.4963], [0.9601, -2.2925, -0.4694], [2.0422, -1.2230, 0.3885], [-1.5607, -0.9765, -1.1163]]}

Entry b
{"formula": "C6H7NS", "method": "the ωB97M-V functional and the def2-TZVPD basis", "gap_ha": 0.364, "homo_energy_ev": -9.57, "elements": ["C", "C", "S", "C", "N", "H", "H", "H", "C", "C", "C", "H", "H", "H", "H"], "xyz": [[-1.3623, -1.7936, 1.5972], [-0.4299, -0.9092, 1.7995], [1.3317, -1.2683, 1.9536], [-0.7751, 0.5068, 1.8555], [-1.0444, 1.6199, 2.0573], [-2.2531, -1.3458, 1.2236], [-1.1173, -2.8666, 1.5793], [2.0744, -0.3086, 2.6638], [-1.0088, 0.7709, -1.3457], [0.2325, 1.2071, -1.1767], [1.4292, 1.6533, -0.9685], [-1.2630, -0.2581, -1.5552], [-1.7533, 1.4254, -1.5234], [2.0650, 2.0548, -1.7821], [1.8268, 1.8368, -0.0325]]}

Energy comparison, zero being the most stable, in kJ/mol: entry a 46.1; entry b 0.0.

Entry a
{"formula": "C6H7NS", "method": "the ωB97M-V functional and the def2-TZVPD basis", "gap_ha": 0.347, "homo_energy_ev": -8.58, "elements": ["C", "C", "C", "C", "C", "S", "H", "H", "H", "H", "H", "H", "C", "N", "H"], "xyz": [[-0.1558, -1.8766, -0.5757], [0.3818, -0.6575, -0.1382], [0.1649, 0.0438, 0.9493], [1.0010, 1.1617, 1.2128], [1.8938, 1.3090, 0.1988], [1.6987, 0.1131, -1.0622], [0.2423, -2.7313, -0.0028], [0.0085, -1.9929, -1.6343], [-1.1850, -1.8636, -0.4102], [-0.7785, -0.2336, 1.6494], [0.9859, 1.7068, 2.1394], [2.6968, 2.0531, 0.0368], [-2.2754, 1.0457, -0.8657], [-2.3841, -0.0754, -1.0410], [-2.2949, 1.9975, -0.4563]]}

Entry b
{"formula": "C6H7NS", "method": "the ωB97M-V functional and the def2-TZVPD basis", "gap_ha": [0.188, 0.191], "homo_energy_ev": [-8.17, -8.26], "elements": ["C", "C", "C", "C", "C", "C", "N", "S", "H", "H", "H", "H", "H", "H", "H"], "xyz": [[2.3008, -1.7167, 0.0515], [-0.2454, -1.3456, -0.6382], [1.0038, -1.3945, -0.2772], [-1.2579, -0.3682, -0.1326], [-0.7842, 0.8838, 0.5322], [0.2814, 1.6362, -0.2039], [3.4062, -1.8573, 0.3125], [-0.1451, 0.4274, 2.2035], [-0.6602, -2.2170, -1.2370], [-2.0223, -0.0617, -0.8748], [-1.8113, -0.7721, 0.6266], [-1.5877, 1.5838, 0.7491], [0.2546, 2.6417, 0.1872], [0.0578, 1.4117, -1.2102], [1.2096, 1.1485, -0.0888]]}

Entry c
{"formula": "C6H7NS", "method": "the ωB97M-V functional and the def2-TZVPD basis", "gap_ha": 0.319, "homo_energy_ev": -8.92, "elements": ["C", "C", "C", "C", "C", "C", "N", "S", "H", "H", "H", "H", "H", "H", "H"], "xyz": [[3.0128, -0.1699, 0.8272], [1.8433, -0.1264, 1.0026], [-1.9264, 0.4334, 0.3485], [-0.1555, 0.7010, -1.4405], [0.4255, -0.2640, 1.3601], [-0.8591, -0.1301, -0.4209], [-2.8539, 0.7480, 0.9520], [-1.1851, -1.8682, -0.8417], [3.9550, 0.2344, 0.5906], [-0.6757, 1.0501, -2.2998], [0.7597, 0.1512, -1.9909], [0.2411, 1.6639, -0.9892], [0.0063, 0.6231, 1.8484], [0.0359, -1.2116, 1.8366], [-2.6240, -1.8351, -0.7829]]}

Energy comparison, zero being the most stable, in kJ/mol: entry a 0.0; entry b 386.4; entry c 297.7.